Entry 1:
The following is a quantum chemistry calculation of CH7N5 in the gas phase in a non-equilibrium geometry, from OMol25.

The HOMO energy comes out at -9.0043 eV. The value obtained for the energy above the lowest of the compared OMol25 structures with the same formula, charge and spin is 13.85 kJ/mol. As for the spin multiplicity: 1. The total charge is 0. As for the SMILES: [H]/N=C(/N)N(N)N.

Positions of all 13 atoms, in Å:
H (-1.64, -1.40, 0.43)
N (-1.94, -0.44, 0.22)
C (-0.86, 0.20, -0.07)
N (-0.92, 1.48, -0.51)
N (0.44, -0.36, -0.20)
N (0.56, -1.66, 0.27)
N (1.52, 0.43, 0.21)
H (-1.89, 1.73, -0.69)
H (-0.26, 1.52, -1.33)
H (0.53, -1.63, 1.29)
H (1.50, -1.98, 0.05)
H (1.17, 1.09, 0.91)
H (1.79, 1.02, -0.58)

=====

Entry 2:
The following is a quantum chemistry calculation of a gas-phase ion, CH7N5 (charge +2) in a non-equilibrium geometry, from OMol25.

The HOMO energy (spin up / spin down) comes out at -19.1888 / -18.3913 eV. The value obtained for the energy above the lowest of the compared OMol25 structures with the same formula, charge and spin is 291.71 kJ/mol. As for the spin multiplicity: 1. The total charge is +2.

Positions of all 13 atoms, in Å:
C (0.81, 1.23, -0.03)
N (2.02, 0.30, -0.19)
N (-0.42, 0.89, 0.21)
N (-2.37, -0.44, -0.16)
N (2.23, -0.84, 0.14)
N (-1.07, -0.19, 0.01)
H (1.15, 2.18, -0.02)
H (-1.03, 1.61, 0.07)
H (-3.05, 0.26, 0.19)
H (-2.51, -1.29, -0.72)
H (3.14, -1.13, -0.08)
H (1.60, -1.51, 0.48)
H (-0.50, -1.10, 0.09)

=====

Entry 3:
The following is a quantum chemistry calculation of 2 unconnected molecules or ions with the total composition CH7N5O in a non-equilibrium geometry, from OMol25.

The HOMO energy (spin up / spin down) comes out at -8.1584 / -8.3359 eV. The value obtained for the energy above the lowest of the compared OMol25 structures with the same formula, charge and spin is 347.38 kJ/mol. As for the spin multiplicity: 1. The total charge is 0.

Positions of all 14 atoms, in Å:
C (-0.09, -0.62, 0.24)
N (0.08, -0.61, -2.58)
N (0.61, -1.11, 1.50)
N (-0.77, 0.63, 0.37)
N (0.27, 0.49, -2.94)
N (1.05, -0.34, -0.68)
O (1.29, 0.97, -0.94)
H (-0.77, -1.44, -0.23)
H (1.60, -0.94, 1.32)
H (0.28, -0.59, 2.34)
H (-0.15, 1.28, 0.91)
H (-1.72, 0.48, 0.76)
H (0.56, 1.62, -1.14)
H (0.33, 0.78, -3.97)

=====

Entry 4:
The following is a quantum chemistry calculation of 2 unconnected molecules or ions with the total composition CH7N5O in a non-equilibrium geometry, from OMol25.

The HOMO energy comes out at -9.1058 eV. The value obtained for the energy above the lowest of the compared OMol25 structures with the same formula, charge and spin is 205.72 kJ/mol. As for the spin multiplicity: 1. The total charge is 0. As for the SMILES: [H]/N=C\NN.[H]/N=N\O.

Positions of all 14 atoms, in Å:
H (-0.13, 1.94, 1.40)
N (-0.59, 1.74, 0.53)
C (-0.81, 0.52, 0.26)
N (-0.52, -0.62, 0.96)
N (-0.75, -1.92, 0.48)
H (-1.63, 0.22, -0.58)
H (0.23, -0.39, 1.52)
H (-1.72, -1.96, 0.20)
H (-0.12, -2.12, -0.31)
H (2.92, 0.03, -1.01)
N (1.99, -0.25, -1.29)
N (1.18, 0.64, -1.34)
O (1.69, 1.89, -1.09)
H (0.95, 2.56, -0.89)

=====

Entry 5:
The following is a quantum chemistry calculation of 2 unconnected molecules or ions with the total composition CH7N5O3 in a non-equilibrium geometry, from OMol25.

The HOMO energy comes out at -9.2417 eV. As for the spin multiplicity: 1. The total charge is 0. As for the SMILES: NNO/C=N\O.NN=O.

Positions of all 16 atoms, in Å:
N (-2.14, -1.28, 0.44)
N (-2.55, -0.08, -0.11)
O (-1.44, 0.84, 0.14)
C (-0.35, 0.88, -0.66)
N (0.67, 1.63, -0.43)
O (0.69, 2.43, 0.76)
H (-1.42, -1.83, 0.05)
H (-2.04, -1.19, 1.43)
H (-2.54, -0.04, -1.09)
H (-0.53, 0.32, -1.52)
H (0.46, 1.88, 1.49)
N (2.62, -0.52, -0.10)
N (1.93, -1.54, 0.23)
O (0.75, -1.51, -0.17)
H (3.57, -0.28, 0.17)
H (2.31, 0.30, -0.61)

=====

Entry 6:
The following is a quantum chemistry calculation of a molecular structure, CH7N6 in a non-equilibrium geometry, from OMol25.

The HOMO energy comes out at -15.1480 eV. The value obtained for the energy above the lowest of the compared OMol25 structures with the same formula, charge and spin is 457.41 kJ/mol. As for the spin multiplicity: 1. The total charge is +1.

Positions of all 14 atoms, in Å:
C (-0.86, -0.24, 0.07)
N (0.00, -2.45, -2.06)
N (-0.58, -1.26, -2.13)
N (0.06, -2.33, -0.72)
N (-0.68, -1.21, -0.77)
N (-1.53, 0.81, -0.31)
N (1.29, 0.39, 0.12)
H (-0.43, -0.49, 1.10)
H (-0.01, -3.02, 0.05)
H (-2.00, 1.51, 0.31)
H (-1.67, 1.01, -1.31)
H (1.65, 0.92, 0.90)
H (1.52, 0.87, -0.67)
H (1.85, -0.37, 0.07)

=====

Entry 7:
The following is a quantum chemistry calculation of 2 unconnected molecules or ions with the total composition CH7N7O2 in a non-equilibrium geometry, from OMol25.

The HOMO energy (spin up / spin down) comes out at -8.1058 / -8.1052 eV. The value obtained for the energy above the lowest of the compared OMol25 structures with the same formula, charge and spin is 0.00 kJ/mol. As for the spin multiplicity: 1. The total charge is 0.

Positions of all 17 atoms, in Å:
C (-0.54, -0.11, 0.41)
N (0.49, 2.83, 0.17)
N (-0.48, 0.26, 2.57)
N (0.13, -0.47, 1.48)
N (1.00, -1.32, -1.17)
N (-0.08, -0.33, -0.94)
N (0.53, 3.07, -0.90)
N (-1.05, -0.64, -1.91)
O (1.22, -1.11, 1.65)
O (0.45, 3.28, -2.04)
H (-1.45, 0.42, 0.64)
H (-1.11, -0.45, 3.05)
H (1.68, -1.32, -0.47)
H (0.76, -2.27, -1.28)
H (-1.41, -1.59, -1.69)
H (0.31, 0.50, 3.19)
H (-0.45, -0.75, -2.77)

=====

Entry 8:
The following is a quantum chemistry calculation of 2 unconnected molecules or ions with the total composition CH7NO in a non-equilibrium geometry, from OMol25.

The HOMO energy comes out at -9.0042 eV. The value obtained for the energy above the lowest of the compared OMol25 structures with the same formula, charge and spin is 36.93 kJ/mol. As for the spin multiplicity: 1. The total charge is 0. As for the SMILES: CN.O.

Positions of all 10 atoms, in Å:
C (-1.40, 0.98, -0.06)
N (-0.29, 1.25, -0.91)
H (-2.36, 1.33, -0.43)
H (-1.33, 1.28, 1.00)
H (-1.65, -0.09, -0.02)
H (-0.34, 2.16, -1.34)
H (0.65, 1.06, -0.64)
O (2.14, -2.82, 1.14)
H (2.13, -3.23, 0.27)
H (2.46, -1.94, 0.99)

=====

Entry 9:
The following is a quantum chemistry calculation of 3 unconnected molecules or ions with the total composition CH7NO2 in a non-equilibrium geometry, from OMol25.

The HOMO energy comes out at -9.1644 eV. The value obtained for the energy above the lowest of the compared OMol25 structures with the same formula, charge and spin is 205.78 kJ/mol. As for the spin multiplicity: 1. The total charge is 0. As for the SMILES: C=N.O.O.

Positions of all 11 atoms, in Å:
C (-4.07, -1.70, -0.35)
N (-3.18, -1.62, 0.57)
H (-3.73, -1.69, -1.40)
H (-4.97, -2.28, -0.08)
H (-3.20, -2.48, 1.12)
O (1.02, -0.57, -2.89)
H (1.92, -0.28, -2.71)
H (1.19, -1.45, -3.22)
O (4.69, 4.02, 3.24)
H (5.60, 3.74, 3.40)
H (4.73, 4.30, 2.32)

=====

Entry 10:
The following is a quantum chemistry calculation of 3 unconnected molecules or ions with the total composition CH7NO4 in a non-equilibrium geometry, from OMol25.

The HOMO energy comes out at -10.6566 eV. The value obtained for the energy above the lowest of the compared OMol25 structures with the same formula, charge and spin is 32.40 kJ/mol. As for the spin multiplicity: 1. The total charge is 0. As for the SMILES: NC(=O)O.O.O.

Positions of all 13 atoms, in Å:
N (0.17, 0.33, 0.48)
C (0.33, -0.67, 1.40)
O (0.60, -1.81, 1.16)
O (0.05, -0.19, 2.65)
H (0.75, 0.26, -0.35)
H (0.06, 1.26, 0.85)
H (0.38, -0.81, 3.31)
O (0.85, 0.68, -2.73)
H (1.62, 0.56, -3.31)
H (0.15, 1.05, -3.29)
O (-1.81, 1.24, -1.83)
H (-2.45, 0.63, -1.46)
H (-0.91, 1.08, -1.54)